# 1
C32H48AsCl2N3O3SbTi | ωB97M-V with the def2-TZVPD basis set

Calculated values
E_HOMO, eV: -9.89
Energy relative to the best compared isomer or geometry (same formula, charge and spin), kcal per mole: 9.0
Spin multiplicity: 1
E_LUMO, eV: -3.5
Charge: +1
Gap between HOMO and LUMO, eV: 6.397

Geometry as XYZ:
```
91
Properties=species:S:1:pos:R:3:lowdin_charge:R:1
Ti 0.16542 1.26235 1.03598 0.63
O -0.53298 -4.71270 4.66574 -0.01
C -1.43500 -3.86668 4.62027 -0.68
O -2.61190 -3.83535 4.99984 -0.01
C -0.99786 -2.55452 3.89244 -0.05
C -1.89280 -1.50828 3.72060 0.08
C -1.49533 -0.40126 3.00023 -0.19
N -0.26918 -0.30213 2.45824 0.06
C 0.61582 -1.29069 2.67191 -0.20
C 0.28390 -2.42780 3.37778 0.07
C 1.94973 -1.02628 2.10470 -0.21
C 3.06720 -1.79792 2.39008 0.02
C 4.29089 -1.43053 1.86632 -0.01
C 4.37081 -0.28246 1.08795 -0.03
C 3.21548 0.43230 0.85148 -0.12
N 2.02137 0.06080 1.32262 0.02
C -2.33167 0.78698 2.77113 -0.19
C -3.57820 0.96719 3.34992 0.03
C -4.25532 2.14953 3.12748 -0.01
C -3.66228 3.12510 2.33776 -0.02
C -2.42795 2.86517 1.78328 -0.13
N -1.76881 1.71664 1.98052 0.00
H -2.87858 -1.63032 4.15011 0.13
H 0.95877 -3.25865 3.54123 0.13
H 2.97252 -2.66732 3.02433 0.13
H 5.17306 -2.02050 2.07420 0.12
H 5.30875 0.05811 0.67397 0.12
H 3.23395 1.34006 0.26800 0.04
H -3.99991 0.19372 3.97451 0.13
H -5.22906 2.31278 3.56887 0.12
H -4.15108 4.06844 2.14365 0.12
H -1.94780 3.58382 1.13909 0.07
Cl 2.69549 2.73968 -1.76090 0.61
C 1.88926 4.31264 -1.86417 -0.69
Cl -0.72496 2.27806 -0.88627 0.16
H 0.82888 4.14653 -2.04100 0.00
H 2.35229 4.86059 -2.68097 0.05
C 0.60867 0.20532 -3.70479 -0.15
C -0.58515 -0.70196 -3.39559 -0.70
C -0.63861 -1.83512 -4.41846 -0.11
C -1.85973 0.13779 -3.50423 -0.14
Sb -0.35656 -1.39036 -1.31718 1.58
C 0.97129 -3.15143 -1.47512 -0.69
C 0.57200 -4.21999 -2.49019 -0.10
C 2.34659 -2.58797 -1.83781 -0.13
C 1.06249 -3.82956 -0.10669 -0.11
C -2.33844 -2.20137 -0.83627 -0.70
C -2.20490 -3.10353 0.39206 -0.11
C -3.00622 -2.98701 -1.96229 -0.10
C -3.19872 -0.99166 -0.46147 -0.13
H 0.52723 0.56525 -4.73652 0.09
H 1.56407 -0.31504 -3.61707 0.06
H 0.63128 1.07431 -3.04405 0.00
H -0.95187 -1.42494 -5.38453 0.09
H -1.34534 -2.62285 -4.14857 0.07
H 0.34393 -2.28710 -4.56511 0.07
H -1.87530 0.61653 -4.48951 0.09
H -1.90333 0.92644 -2.75174 0.00
H -2.76411 -0.46627 -3.42636 0.06
H 0.69056 -3.89235 -3.52178 0.06
H -0.45491 -4.55636 -2.35230 0.07
H 1.21815 -5.09322 -2.34847 0.09
H 2.34737 -2.09834 -2.81300 0.06
H 3.07478 -3.40529 -1.88195 0.09
H 2.70064 -1.86777 -1.09311 0.06
H 0.21568 -4.48493 0.08368 0.07
H 1.12012 -3.12453 0.71506 0.04
H 1.96468 -4.45070 -0.07620 0.10
H -1.79714 -4.08053 0.13590 0.07
H -3.19388 -3.27260 0.83024 0.10
H -1.57404 -2.66704 1.17201 0.05
H -2.40817 -3.84359 -2.27032 0.06
H -3.20777 -2.37906 -2.84531 0.06
H -3.96679 -3.37458 -1.60581 0.09
H -2.76654 -0.44384 0.38213 0.05
H -4.19284 -1.33517 -0.15578 0.09
H -3.32458 -0.28859 -1.28666 0.06
C 2.64328 7.10358 -0.73837 -0.20
As 2.09003 5.33891 -0.22839 1.17
C 3.39349 4.58036 0.94020 -0.20
C 0.37907 5.44347 0.61005 -0.21
O 0.93630 2.53752 1.64807 -0.41
H 2.67359 7.74700 0.13864 0.05
H 1.92846 7.49888 -1.45838 0.05
H 3.63391 7.05822 -1.18732 0.05
H 3.63356 5.32600 1.69638 0.06
H 4.28508 4.31910 0.37366 0.05
H 2.94432 3.70077 1.39981 0.01
H -0.18269 6.26735 0.17327 0.06
H 0.50798 5.58830 1.68063 0.06
H -0.11391 4.49241 0.42401 -0.04
```

***

# 2
C7H10N2O3S | ωB97M-V with the def2-TZVPD basis set

Calculated values
E_HOMO, eV: -8.25
Energy relative to the best compared isomer or geometry (same formula, charge and spin), kcal per mole: 123.6
Spin multiplicity: 1
E_LUMO, eV: -0.2
Gap between HOMO and LUMO, eV: 8.029

Geometry as XYZ:
```
23
Properties=species:S:1:pos:R:3:lowdin_charge:R:1
C 1.41824 -1.01756 -0.40510 -0.12
C 0.58878 -0.12131 -0.92292 -0.33
C 0.01050 -1.24234 1.22527 -0.49
C 1.77407 1.48761 -2.30838 -0.52
C 1.31064 2.34902 -3.42236 0.02
C -2.04970 -2.24713 2.07301 -0.08
C -0.65414 -1.55276 2.49639 -0.18
N 1.11346 -1.63329 0.80208 0.11
N -0.59646 1.22127 1.08771 -0.44
O 2.80267 1.47995 -1.71305 0.15
O -1.51031 2.28403 0.99617 -0.21
O 0.67370 0.67544 -2.10490 -0.01
S -0.84109 -0.03241 0.19858 1.11
H 2.43738 -1.24117 -0.82167 0.14
H 1.39424 1.70494 -4.34483 0.12
H 1.96964 3.22404 -3.44135 0.10
H 0.26692 2.52253 -3.22790 0.09
H -2.63326 -1.48776 1.43132 0.07
H -2.69248 -2.55651 2.84599 0.04
H -1.90137 -3.09459 1.42609 0.07
H -0.12632 -2.30065 2.96757 0.08
H -0.78930 -0.68092 3.22555 0.14
H -1.96580 2.25958 1.93675 0.13
```

***

# 3
C7H16N2O2 | ωB97M-V with the def2-TZVPD basis set

Calculated values
E_HOMO, eV: -8.58
Energy relative to the best compared isomer or geometry (same formula, charge and spin), kcal per mole: 82.1
Spin multiplicity: 1
E_LUMO, eV: 0.5
SMILES string: C=C(C(=O)[O-])[N+](C)(C)CC.N
Gap between HOMO and LUMO, eV: 9.086

Geometry as XYZ:
```
27
Properties=species:S:1:pos:R:3:lowdin_charge:R:1
C -0.71436 -0.06049 1.89891 0.08
C -0.80316 0.32948 0.67352 -0.19
C -2.40097 0.43244 0.12301 -0.65
O -2.52630 1.03331 -0.95419 -0.04
O -3.15054 -0.14769 0.89610 0.00
N 0.26198 0.85865 -0.18604 -0.29
C -0.07337 2.30124 -0.32483 0.00
C 0.28035 0.27872 -1.56728 0.00
C 1.54387 0.74993 0.47866 -0.21
C 2.09057 -0.67128 0.61984 -0.06
H 0.20713 -0.30906 2.55339 0.12
H -1.59543 -0.49511 2.20871 0.05
H 0.22307 2.78175 0.60068 0.10
H 0.31509 2.89521 -1.19327 0.13
H -1.21065 2.24376 -0.11048 0.12
H 0.92173 0.85946 -2.28077 0.12
H 0.41752 -0.83978 -1.58285 0.09
H -0.66321 0.53192 -2.03089 0.08
H 2.19198 1.27495 -0.15026 0.11
H 1.43814 1.29710 1.37244 0.11
H 2.94037 -0.71813 1.28172 0.07
H 1.30185 -1.32800 1.00485 0.06
H 2.62177 -1.07489 -0.34139 0.12
N -0.75899 -2.82515 -0.83076 0.05
H -1.64399 -2.54949 -0.39024 0.04
H -0.83415 -3.33921 -1.61691 -0.04
H -0.38029 -3.50964 -0.15165 0.04
```

***

# 4
C6H16FN2 | ωB97M-V with the def2-TZVPD basis set

Calculated values
E_HOMO, eV: -14.91
Energy relative to the best compared isomer or geometry (same formula, charge and spin), kcal per mole: 0.0
Spin multiplicity: 1
E_LUMO, eV: -3.1
Charge: +1
Gap between HOMO and LUMO, eV: 11.844

Geometry as XYZ:
```
25
Properties=species:S:1:pos:R:3:lowdin_charge:R:1
C -1.32654 0.97746 -1.30421 -0.03
C -2.43851 -0.70894 0.18044 -0.02
C -0.81333 0.96206 1.14799 -0.03
C 3.52043 0.85559 -0.18209 -0.05
C -1.14643 0.08901 -0.06822 -0.55
C -0.05459 -0.91046 -0.32768 -0.35
N 0.49981 -1.32120 -1.35950 0.23
N 0.48337 -1.58361 0.90075 0.26
F 2.63645 0.21642 0.67553 -0.14
H -0.40922 1.51161 -1.53841 0.09
H -2.10385 1.71209 -1.11313 0.10
H -1.63100 0.39443 -2.17035 0.09
H -2.63410 -1.39266 -0.64324 0.10
H -3.27558 -0.01909 0.25226 0.10
H -2.39917 -1.28107 1.10684 0.08
H 0.14620 1.45771 1.02070 0.09
H -1.57442 1.73116 1.24858 0.10
H -0.80368 0.40274 2.07929 0.08
H 4.39767 1.13626 0.39843 0.09
H 3.77400 0.14307 -0.96196 0.08
H 0.23659 -0.92375 -2.25220 0.09
H 3.01192 1.73332 -0.58724 0.09
H -0.24176 -1.72585 1.61450 0.16
H 0.90763 -2.47568 0.60678 0.18
H 1.23811 -0.98063 1.27613 0.14
```

***

# 5
C38H39BrN12O4P2Ti | ωB97M-V with the def2-TZVPD basis set

Calculated values
E_HOMO, eV: -13.03
Energy relative to the best compared isomer or geometry (same formula, charge and spin), kcal per mole: 0.0
Spin multiplicity: 1
E_LUMO, eV: -5.3
Charge: +2
Gap between HOMO and LUMO, eV: 7.758

Geometry as XYZ:
```
97
Properties=species:S:1:pos:R:3:lowdin_charge:R:1
Ti -0.24687 -0.09745 0.34377 1.08
C 4.05183 -2.47678 3.22182 0.00
N 3.20877 -1.47278 2.57640 -0.10
C 3.56554 -0.17502 2.33354 -0.01
C 2.53255 0.38958 1.65076 -0.09
N 1.55857 -0.55430 1.46899 -0.04
C 1.99065 -1.67428 2.03520 -0.46
P 1.16796 -3.28910 2.03897 1.20
C -0.56969 -2.72205 2.06972 -0.43
N -1.11217 -1.67638 1.45202 -0.03
C -2.46502 -1.72883 1.65612 -0.08
C -2.74309 -2.80927 2.43340 -0.01
N -1.54736 -3.42049 2.69236 -0.10
C -1.41341 -4.61798 3.51988 -0.01
C 1.43688 -3.60851 0.27155 -0.50
N 2.38918 -3.03158 -0.42850 0.08
C 2.34874 -3.63031 -1.65725 -0.12
C 1.35412 -4.56618 -1.69159 -0.04
N 0.78601 -4.56282 -0.44615 -0.11
C -0.33917 -5.37032 -0.01569 0.00
H 4.93026 -1.97701 3.61849 0.10
H 3.51101 -2.95064 4.03732 0.09
H 4.36336 -3.22328 2.49398 0.10
H 4.51023 0.22209 2.66071 0.14
H 2.43062 1.39486 1.27948 0.11
H -3.13483 -1.00122 1.22992 0.11
H -3.67324 -3.19135 2.81684 0.14
H -1.96859 -4.46768 4.44247 0.10
H -1.80996 -5.48192 2.99012 0.10
H -0.36598 -4.77962 3.75582 0.06
H 3.03415 -3.36464 -2.44472 0.11
H 1.00810 -5.22872 -2.46663 0.13
H -0.38131 -6.27296 -0.61946 0.10
H -0.19875 -5.66982 1.02365 0.08
H -1.27683 -4.82339 -0.12477 0.10
N 1.40750 3.05148 -2.14740 0.08
N 0.25222 3.61855 -2.75504 0.02
C -0.97654 3.18431 -2.49405 -0.36
N -2.01583 3.81175 -3.04224 0.22
N -1.00013 2.11495 -1.66120 0.16
N -2.13108 1.45389 -1.50138 -0.38
O -2.02723 0.43077 -0.77133 -0.09
O -3.21136 1.75686 -1.96298 0.09
H 2.10153 2.99498 -2.88909 0.10
H 1.16259 2.08674 -1.92132 0.04
H 0.38691 4.54396 -3.12959 0.16
H -1.86926 4.53433 -3.72674 0.13
H -2.94393 3.45931 -2.87131 0.10
Br -1.34316 -3.17055 -6.28838 0.79
C -0.14303 -2.06970 -5.34128 -0.67
C 0.89492 -1.44211 -6.01749 -0.10
C 1.78399 -0.63130 -5.32402 -0.05
C 1.63233 -0.44052 -3.96078 -0.01
C 0.58899 -1.07898 -3.29662 -0.15
C -0.30203 -1.90199 -3.97760 -0.05
C 0.41432 -0.90008 -1.84988 -0.54
O -0.37155 -1.61031 -1.17206 -0.05
O 0.99359 0.08073 -1.22746 -0.12
H 1.00848 -1.59087 -7.08258 0.11
H 2.59791 -0.15753 -5.85565 0.12
H 2.32338 0.17636 -3.40212 0.12
H -1.10075 -2.39687 -3.44325 0.12
N -0.63498 1.21214 1.46530 -0.26
P -1.64619 1.87976 2.53349 0.90
C -1.06633 3.52069 2.96304 -0.30
C -1.91387 4.43785 3.58390 -0.07
C -1.42325 5.67115 3.97983 -0.05
C -0.08989 5.99106 3.75790 -0.05
C 0.75492 5.08055 3.13884 -0.06
C 0.26940 3.84389 2.74263 -0.07
C -3.31335 2.06960 1.89615 -0.30
C -4.35577 1.21920 2.25844 -0.09
C -5.61288 1.38094 1.69586 -0.05
C -5.83620 2.39231 0.77268 -0.04
C -4.80372 3.24958 0.41528 -0.06
C -3.54767 3.09277 0.97545 -0.09
C -1.70221 0.89290 4.03704 -0.28
C -0.67759 -0.01294 4.29456 -0.08
C -0.67225 -0.73564 5.47841 -0.07
C -1.68422 -0.55218 6.41019 -0.06
C -2.69672 0.36741 6.16632 -0.05
C -2.70349 1.09430 4.98717 -0.08
H -2.95757 4.19984 3.75197 0.11
H -2.08045 6.38403 4.45897 0.12
H 0.29012 6.95537 4.06782 0.12
H 1.79176 5.33441 2.96424 0.11
H 0.92228 3.13284 2.25315 0.08
H -4.19650 0.44326 2.99698 0.10
H -6.42219 0.72576 1.98904 0.12
H -6.81945 2.52171 0.34074 0.12
H -4.98345 4.04772 -0.29261 0.11
H -2.74999 3.77661 0.70703 0.12
H 0.12173 -0.13231 3.57729 0.08
H 0.13329 -1.42989 5.68591 0.11
H -1.67834 -1.11089 7.33683 0.11
H -3.47687 0.52312 6.89899 0.12
H -3.49546 1.81299 4.81199 0.11
```

***

Question: Look up the gap between HOMO and LUMO of the second one.
Answer: 8.029 eV

***

Question: What is the E_HOMO in the second record?
Answer: -8.25 eV

***

Question: The lowest E_HOMO belongs to which entry?
Answer: C6H16FN2

***

Question: Look up the energy relative to the best compared isomer or geometry (same formula, charge and spin) of the fifth one.
Answer: 0.0 kcal per mole